Molecular formula: C25H37B3O12
Method: DFT, ωB97M-V with the def2-TZVPD basis set

The LUMO energy comes out at -1.497 eV. For the energy relative to the best compared isomer or geometry (same formula, charge and spin), the calculation gives 0.0 kcal/mol. Its spin multiplicity is 1. The value obtained for the molecular weight is 561.995 g mol⁻¹. As for the SMILES: COCCCCCCCCCCCB1OBOB(C)O1.O=C1C=C(O)C(=O)C=C1O.O=C1C=C(O)C(=O)C=C1O.

Each line ends with the Mulliken charge.
Atoms and positions in Å:
C -5.506 2.952 4.068  -0.851
O -6.101 2.799 2.798  -0.294
C -5.513 3.611 1.798  -0.539
C -6.442 3.717 0.602  -0.823
C -6.439 2.533 -0.370  -0.603
C -6.730 1.155 0.243  -0.955
C -5.516 0.390 0.768  -0.512
C -4.536 -0.047 -0.320  -0.461
C -3.413 -0.957 0.219  -0.683
C -1.980 -0.534 -0.172  -0.518
C -1.098 -1.677 -0.710  -0.152
C 0.279 -1.850 -0.053  -0.556
C 1.082 -0.537 0.176  -0.512
B 2.292 -0.416 -0.797  0.597
O 2.238 0.358 -1.954  -0.651
B 3.424 0.817 -2.469  0.644
O 4.560 0.741 -1.690  -0.633
B 4.627 -0.244 -0.707  0.494
C 5.876 -0.371 0.209  -0.887
O 3.505 -1.043 -0.556  -0.367
H -4.446 3.212 3.991  0.367
H -5.593 2.008 4.604  0.250
H -6.015 3.733 4.644  0.283
H -4.544 3.186 1.497  0.300
H -5.321 4.611 2.208  0.549
H -6.150 4.614 0.049  0.381
H -7.454 3.874 0.985  0.309
H -5.491 2.513 -0.914  0.301
H -7.211 2.736 -1.117  0.308
H -7.460 1.271 1.047  0.345
H -7.199 0.529 -0.523  0.532
H -5.871 -0.513 1.276  0.364
H -4.983 0.969 1.525  0.281
H -5.104 -0.588 -1.084  0.158
H -4.093 0.825 -0.805  0.294
H -3.587 -1.984 -0.105  0.357
H -3.487 -0.964 1.310  0.340
H -2.042 0.259 -0.921  0.295
H -1.496 -0.076 0.692  0.239
H -1.633 -2.614 -0.558  0.100
H -0.970 -1.583 -1.792  0.218
H 0.173 -2.403 0.881  0.405
H 0.865 -2.505 -0.706  0.097
H 1.476 -0.528 1.195  0.176
H 0.445 0.341 0.068  0.304
H 3.481 1.253 -3.573  -0.147
H 6.705 0.225 -0.167  0.202
H 6.198 -1.403 0.345  0.372
H 5.619 0.017 1.198  0.300
O 7.981 6.720 0.473  -0.638
C 7.816 5.616 0.962  0.941
C 8.343 5.186 2.234  -1.037
C 8.087 3.933 2.640  0.240
O 8.512 3.420 3.781  -0.580
C 7.268 2.956 1.813  1.138
O 7.119 1.845 2.292  -0.647
C 6.727 3.389 0.547  -0.894
C 6.982 4.644 0.142  0.278
O 6.546 5.159 -0.992  -0.580
H 8.926 5.884 2.817  0.428
H 8.178 2.499 3.799  0.380
H 6.137 2.697 -0.038  0.595
H 6.890 6.077 -1.018  0.377
O -1.176 -5.020 -0.615  -0.631
C -0.769 -5.690 -1.548  1.129
C -0.133 -5.157 -2.728  -0.906
C 0.258 -6.014 -3.684  0.321
O 0.849 -5.653 -4.808  -0.581
C 0.054 -7.516 -3.569  0.962
O 0.443 -8.181 -4.513  -0.635
C -0.569 -8.049 -2.381  -0.957
C -0.958 -7.192 -1.425  0.189
O -1.539 -7.554 -0.295  -0.598
H 0.006 -4.088 -2.805  0.506
H 1.010 -6.483 -5.304  0.372
H -0.703 -9.118 -2.301  0.432
H -1.709 -6.723 0.196  0.379

Molecular formula: C25H37BBr4FNO8S
Method: DFT, ωB97M-V with the def2-TZVPD basis set

The LUMO energy comes out at -0.566 eV. Its spin multiplicity is 1. The value obtained for the molecular weight is 861.063 g mol⁻¹.

Each line ends with the Mulliken charge.
Atoms and positions in Å:
C 0.309 -2.001 4.173  -0.549
O 0.301 -2.009 2.699  0.183
C 1.475 -1.301 2.152  -1.593
C 1.413 -1.038 0.524  1.017
B 2.938 -0.463 0.134  0.383
C 3.982 0.202 1.251  -0.704
O 3.531 -0.569 -1.247  -0.595
C 1.384 -2.526 -0.162  0.032
F 2.202 -3.561 0.582  -0.407
S -0.302 -3.316 -0.327  1.188
O -0.445 -4.321 0.884  -0.575
O -0.509 -4.186 -1.592  -0.676
O -1.421 -2.090 -0.068  -0.516
C -1.042 -0.799 -0.740  0.699
C -2.534 -0.025 -0.600  -1.424
C -3.352 -0.492 0.766  -0.041
C -4.339 0.802 1.151  -0.452
C -3.885 1.327 2.672  0.450
O -3.488 2.575 2.939  -0.541
O -3.854 0.374 3.831  -0.479
C -0.962 -0.870 -2.354  -1.124
C 0.325 -1.373 -3.143  0.246
C 0.277 -0.678 -4.667  -0.135
O -0.903 -0.881 -5.318  -0.572
N 1.435 0.062 -5.300  -0.278
C 1.054 1.539 -5.226  0.141
C -0.273 2.220 -5.906  -0.215
C -0.601 3.815 -5.715  -0.411
C 0.399 4.775 -4.840  -0.384
C 1.774 4.116 -4.181  -0.348
C 2.078 2.518 -4.386  -0.198
C 0.186 -0.009 0.053  0.045
Br 0.879 1.442 -1.222  -0.123
C -0.349 0.944 1.317  -0.134
C 0.729 2.093 1.833  0.925
C 0.548 2.122 3.500  -0.787
C 0.251 3.646 1.418  -1.101
H 0.359 -0.882 4.538  0.141
H 1.305 -2.535 4.512  0.139
H -0.668 -2.499 4.604  0.127
H 2.423 -1.949 2.486  0.587
H 1.608 -0.327 2.801  -0.006
H 3.451 0.659 2.185  0.230
H 4.514 1.110 0.694  0.208
H 4.830 -0.563 1.559  0.260
H 3.598 0.364 -1.626  0.278
H 1.885 -2.572 -1.245  0.431
H -3.254 -0.373 -1.490  0.410
H -2.443 1.136 -0.727  0.391
H -2.670 -0.647 1.702  -0.194
H -4.060 -1.428 0.563  0.578
H -4.184 1.722 0.445  0.269
H -5.469 0.508 1.226  0.392
H -2.914 -0.018 3.917  0.362
H -1.270 0.207 -2.771  0.388
H -1.879 -1.562 -2.693  0.362
H 1.386 -1.038 -2.710  -0.039
H 0.433 -2.528 -3.358  0.506
H 1.521 -0.230 -6.318  0.391
H -0.980 1.498 -6.540  0.285
H -1.578 4.246 -6.191  0.300
H 0.208 5.915 -4.638  0.311
H 2.553 4.740 -3.570  0.311
H 3.068 2.067 -3.910  0.311
H -1.245 1.669 1.000  0.214
H -0.783 0.311 2.212  -0.301
H 1.826 1.936 1.501  -0.195
H 1.378 1.457 4.035  0.211
H -0.530 1.748 3.831  0.065
H 0.665 3.201 3.944  0.420
H -0.881 3.837 1.706  0.256
H 0.516 3.921 0.313  0.204
H 0.915 4.356 2.108  0.433
C -0.548 -5.879 4.086  0.129
Br 0.888 -5.056 5.107  -0.026
Br -0.546 -7.816 4.265  -0.055
Br -2.281 -5.113 4.528  -0.056
H -0.360 -5.655 3.031  0.021

Molecular formula: C25H37BaOSi2
Method: DFT, ωB97M-V with the def2-TZVPD basis set

The LUMO energy comes out at 1.754 eV. For the energy relative to the best compared isomer or geometry (same formula, charge and spin), the calculation gives 13.2 kcal/mol. Its spin multiplicity is 1. The value obtained for the molecular weight is 547.070 g mol⁻¹. Its net charge is -1.

Each line ends with the Mulliken charge.
Atoms and positions in Å:
C 0.581 -1.739 1.030  0.720
C -0.755 -2.011 0.577  0.068
C -0.663 -2.471 -0.770  -1.068
H -1.712 -1.786 1.151  0.216
C 0.743 -2.469 -1.139  -0.601
C 1.485 -2.023 0.015  -1.028
H 2.606 -1.802 0.030  0.194
H 0.838 -1.370 2.075  -0.321
H -1.531 -2.497 -1.513  0.284
H 1.132 -2.472 -2.216  0.308
C -0.835 2.323 -0.218  -1.324
C -0.484 1.729 1.023  0.522
C 0.928 1.554 1.062  0.654
H -1.219 1.408 1.821  0.009
C 1.479 2.028 -0.141  -1.141
C 0.396 2.513 -0.973  -0.475
H 0.432 2.611 -2.123  0.351
H -1.887 2.350 -0.659  0.271
H 1.503 1.106 1.934  0.067
H 2.562 1.875 -0.486  0.209
Ba -0.027 -0.017 -1.148  1.670
O -0.160 -0.156 -4.505  -0.276
C -1.296 -0.937 -5.018  -0.433
C 0.027 -0.942 -5.768  -0.098
H -1.549 -1.823 -4.413  0.273
H -2.120 -0.356 -5.462  0.270
H 0.650 -1.844 -5.631  0.403
H 0.943 -1.950 -8.062  0.331
C 0.685 -0.896 -8.164  -0.523
C 0.192 -0.223 -7.019  0.436
C -0.137 1.146 -7.131  -0.394
H -0.486 1.683 -6.250  0.376
C 0.020 1.805 -8.349  -0.535
H -0.228 2.862 -8.421  0.368
C 0.496 1.123 -9.471  -0.413
H 0.616 1.641 -10.421  0.358
C 0.828 -0.234 -9.366  -0.466
H 1.205 -0.772 -10.231  0.361
C -2.005 -1.826 4.970  -1.254
Si -0.291 -1.772 4.186  0.605
C 1.280 -2.044 5.191  -1.274
C -0.327 -3.399 3.255  -1.302
C -0.170 0.039 3.379  1.289
Si -0.067 1.869 4.144  0.756
C 1.542 1.902 5.121  -1.243
C 0.102 3.472 3.200  -1.193
C -1.705 2.120 5.042  -1.214
H -2.169 -2.815 5.422  0.345
H -2.724 -1.698 4.156  0.323
H -2.167 -1.045 5.721  0.270
H 1.243 -3.036 5.661  0.352
H 2.112 -2.034 4.482  0.301
H 1.450 -1.279 5.957  0.305
H -1.181 -3.451 2.586  0.299
H 0.600 -3.575 2.720  0.392
H -0.437 -4.195 3.992  0.490
H -0.274 0.042 4.571  -1.741
H 2.352 1.780 4.399  0.291
H 1.651 2.882 5.604  0.351
H 1.610 1.109 5.873  0.263
H -0.755 3.656 2.556  0.308
H 0.146 4.280 3.931  0.477
H 1.026 3.494 2.631  0.318
H -2.498 2.092 4.288  0.288
H -1.899 1.353 5.801  0.266
H -1.704 3.114 5.513  0.310

For each record above, in turn, the calculated HOMO level values are -9.719 -9.075 -1.795 eV.
For each record above, in turn, the calculated E_tot values are -53130.5140 -338774.6397 -45016.4323 eV.